{
  "formula": "C13H9Cl2O3S",
  "method": "ωB97M-V/def2-TZVPD",
  "total_charge": -1,
  "de_lowest_kcal_mol": 5.4,
  "multiplicity": 1,
  "gap_ev": 4.52,
  "total_energy_ha": -2045.0762,
  "symbols": ["Cl", "C", "C", "C", "O", "C", "Cl", "C", "C", "O", "H", "H", "C", "O", "C", "C", "C", "C", "S", "C", "C", "H", "H", "H", "H", "H", "H", "H"],
  "xyz": [[-2.428132, 2.542455, -0.137138], [-0.868965, 2.070255, 0.371579], [-0.618077, 1.672199, 1.637188], [0.700763, 1.186275, 2.084225], [0.883021, 0.757612, 3.225220], [1.779225, 1.238776, 1.039815], [3.301357, 0.654353, 1.544539], [1.543994, 1.656169, -0.230498], [0.188946, 2.017062, -0.699659], [-0.038492, 2.205993, -1.891647], [-1.423217, 1.702011, 2.365829], [2.284677, 1.452125, -1.004260], [7.196988, -0.174576, -4.371503], [6.092907, 0.685823, -4.725879], [5.581214, 1.497973, -3.765876], [4.502208, 2.335687, -4.159928], [3.862638, 3.120884, -3.233919], [4.196894, 3.024467, -1.850562], [3.169208, 3.659803, -0.690633], [5.386222, 2.321781, -1.494595], [6.046397, 1.537634, -2.422059], [7.431249, -0.696609, -5.299672], [8.060547, 0.418515, -4.034056], [6.898421, -0.891039, -3.591121], [4.199071, 2.306938, -5.204748], [3.048526, 3.779140, -3.520977], [5.722076, 2.373252, -0.461399], [6.907662, 0.934753, -2.121315]],
  "forces_ev_per_angstrom": [[-0.4, 0.2, -0.1], [0.7, -0.6, 0.6], [-0.7, 0.5, -0.9], [1.7, 0.0, -0.3], [-0.5, 0.4, -0.9], [-1.7, -0.2, 1.0], [0.4, -0.1, -0.1], [0.9, -0.7, -0.1], [0.3, 0.3, -1.2], [-0.2, -0.2, 1.6], [0.2, -0.1, 0.0], [-0.6, -0.1, 0.2], [-0.9, 0.7, -0.2], [1.0, -0.9, -0.3], [-0.6, 0.8, 1.4], [1.2, -0.8, -0.1], [0.2, -0.4, 0.8], [1.3, -0.5, -1.2], [-1.0, 1.7, 1.5], [-1.1, 0.3, -0.3], [0.1, -0.3, -1.4], [0.1, 0.0, 0.2], [-0.2, -0.2, -0.1], [0.1, 0.2, -0.2], [0.1, 0.1, 0.1], [0.0, -0.2, 0.1], [-0.2, -0.1, -0.2], [-0.3, 0.3, -0.1]],
  "mulliken_charge": [-0.20, 0.42, -0.52, 0.21, -0.67, 0.53, -0.20, -0.71, 0.33, -0.60, 0.42, 0.54, -0.81, -0.42, 0.85, -0.44, -0.46, -0.32, -0.32, -0.72, -0.20, 0.23, 0.32, 0.33, 0.37, 0.37, 0.40, 0.28]
}

=====

{
  "formula": "C13H9ClInN2O6",
  "method": "ωB97M-V/def2-TZVPD",
  "total_charge": 1,
  "multiplicity": 1,
  "gap_ev": 6.50,
  "total_energy_ha": -1711.8291,
  "symbols": ["In", "Cl", "C", "C", "C", "C", "O", "C", "C", "O", "C", "H", "H", "H", "H", "C", "C", "N", "C", "C", "N", "C", "O", "O", "C", "O", "O", "H", "H", "H", "H", "H"],
  "xyz": [[3.042526, 1.304390, -0.328816], [-1.007965, -4.171679, -3.730161], [-0.245574, -2.732961, -3.151787], [0.116179, -1.717658, -4.041611], [0.731200, -0.571832, -3.594515], [1.034206, -0.361005, -2.230334], [1.618346, 0.726747, -1.812483], [0.633741, -1.411738, -1.401428], [1.772632, -2.148860, 0.678188], [2.203821, -1.871004, 1.726142], [0.001415, -2.579442, -1.807089], [-0.094394, -1.843332, -5.094845], [1.008085, 0.211084, -4.287769], [1.937288, -3.025832, 0.046181], [-0.298477, -3.342551, -1.101080], [1.103913, 3.612609, 2.093829], [0.273742, 2.409757, 1.834442], [0.648264, 1.298831, 1.250656], [-0.455908, 0.478665, 1.280533], [-1.521703, 1.116125, 1.900079], [-1.033002, 2.325990, 2.227230], [-2.958449, 0.855078, 2.272446], [-3.508249, -0.309252, 1.972207], [-3.551202, 1.736301, 2.823104], [-0.513888, -0.861299, 0.814942], [-1.274643, -1.746023, 0.843491], [0.864946, -1.207679, 0.023046], [2.060642, 3.523911, 1.586179], [1.293914, 3.715654, 3.162926], [0.601364, 4.515270, 1.747562], [-1.596640, 3.022240, 2.702744], [-2.886130, -0.950503, 1.595991]],
  "forces_ev_per_angstrom": [[0.0, 0.1, 0.0], [0.0, 0.0, 0.0], [0.0, 0.0, 0.0], [0.0, 0.0, 0.0], [0.1, 0.0, 0.0], [0.0, 0.0, -0.2], [0.0, -0.1, 0.1], [-0.1, 0.0, 0.1], [0.2, 0.0, 0.2], [-0.2, 0.0, 0.0], [0.0, 0.0, 0.0], [0.0, 0.0, 0.0], [0.0, 0.0, 0.0], [0.0, 0.1, -0.1], [0.0, 0.0, 0.0], [0.0, 0.0, 0.0], [0.0, 0.0, 0.0], [0.0, 0.0, -0.1], [-0.1, -0.1, 0.0], [0.0, 0.1, 0.0], [0.0, 0.0, 0.0], [0.0, 0.0, 0.0], [0.0, 0.0, 0.0], [0.0, 0.0, 0.0], [0.4, 0.0, -0.1], [-0.1, 0.1, 0.0], [-0.2, -0.1, -0.2], [0.0, 0.0, 0.0], [0.0, 0.0, 0.0], [0.0, 0.0, 0.0], [0.0, 0.0, 0.0], [0.0, 0.0, 0.0]],
  "mulliken_charge": [0.74, -0.19, -0.11, -0.60, -0.62, 0.46, -0.81, 0.17, 0.05, -0.29, -0.29, 0.44, 0.43, 0.42, 0.52, -1.18, 0.31, -0.10, 0.06, -0.05, -0.02, 0.67, -0.48, -0.53, 0.79, -0.55, 0.21, 0.19, 0.32, 0.38, 0.27, 0.36]
}

=====

{
  "formula": "C13H9GdN2O5Se",
  "method": "ωB97M-V/def2-TZVPD",
  "total_charge": 2,
  "de_lowest_kcal_mol": 155.2,
  "multiplicity": 8,
  "gap_ev": [6.77, 4.22],
  "total_energy_ha": -4152.6581,
  "symbols": ["O", "C", "Gd", "O", "C", "C", "O", "C", "O", "C", "O", "H", "C", "N", "C", "Se", "N", "C", "C", "C", "C", "C", "C", "H", "H", "H", "H", "H", "H", "H", "H"],
  "xyz": [[0.727052, -0.181309, -8.607755], [0.997712, -0.175754, -7.493890], [0.107767, -0.185552, -2.564576], [2.620159, -0.199330, -4.727673], [1.703463, -0.200422, -4.045095], [-1.991564, -0.212499, -2.242803], [-3.099958, -0.227638, -1.929484], [-0.123630, -2.270727, -3.121840], [-0.207979, -3.390424, -3.294658], [-0.163428, 1.855913, -3.153841], [-0.271214, 2.966781, -3.366223], [-0.823629, -0.230281, -4.519107], [-1.091496, -1.417352, 0.771818], [-0.120769, -0.472135, 1.331883], [1.042485, -0.027572, 0.751992], [1.917722, -0.579269, -0.806387], [1.647267, 0.792733, 1.657645], [0.897019, 0.862206, 2.818147], [1.150485, 1.518826, 4.013196], [0.202958, 1.357906, 5.018655], [-0.953924, 0.553374, 4.816343], [-1.177927, -0.105477, 3.608623], [-0.218120, 0.071534, 2.610663], [-0.781776, -1.751056, -0.229546], [-2.084192, -0.944883, 0.694186], [-1.175518, -2.315282, 1.410370], [2.552791, 1.243686, 1.523376], [2.073829, 2.117942, 4.100021], [0.358662, 1.846329, 5.957476], [-1.663753, 0.446532, 5.612145], [-2.050495, -0.746796, 3.406337]],
  "forces_ev_per_angstrom": [[0.8, 0.0, 3.0], [-0.9, 0.0, -3.1], [2.4, 0.5, 4.0], [-2.4, 0.0, 1.9], [5.4, 0.0, -4.9], [-8.1, -0.3, 1.4], [2.9, 0.1, -0.8], [-1.1, -6.3, -1.7], [0.3, 2.0, 0.3], [-0.9, 6.1, -1.8], [0.2, -1.7, 0.3], [-0.2, 0.0, -0.4], [-0.3, -0.2, 0.1], [0.9, 0.1, -0.9], [-0.5, 0.3, 1.8], [1.4, -0.4, 1.2], [-0.2, -0.4, -0.9], [0.2, 0.0, -0.1], [0.2, 0.3, 0.3], [0.0, -0.4, -1.0], [0.6, 0.0, -0.8], [-0.3, -0.1, 0.0], [-0.4, -0.1, 0.3], [0.1, 0.1, 0.4], [0.4, -0.1, 0.1], [0.1, 0.5, -0.2], [-0.4, -0.3, -0.1], [-0.7, -0.3, 0.3], [0.0, 0.1, 0.4], [-0.2, 0.0, 0.3], [0.4, 0.4, 0.4]],
  "mulliken_charge": [-0.12, 0.12, -0.49, -0.08, 0.35, 0.57, -0.17, 0.67, -0.11, 0.26, -0.09, 0.25, -0.97, 0.30, -0.05, -0.06, 0.04, 0.35, -0.82, -0.54, -0.73, -0.49, 0.82, 0.27, 0.38, 0.38, 0.28, 0.38, 0.45, 0.45, 0.41]
}

=====

{
  "formula": "C13H9N3O4S",
  "method": "ωB97M-V/def2-TZVPD",
  "total_charge": 0,
  "de_lowest_kcal_mol": 0.0,
  "multiplicity": 1,
  "smiles": "Cc1c[nH]c(=O)c([N+](=O)[O-])c1Sc1nc2ccccc2o1",
  "gap_ev": 7.82,
  "total_energy_ha": -1364.0981,
  "symbols": ["O", "O", "O", "N", "O", "S", "C", "C", "C", "C", "C", "C", "C", "C", "C", "C", "C", "C", "N", "N", "C", "H", "H", "H", "H", "H", "H", "H", "H", "H"],
  "xyz": [[4.284216, 2.579140, 0.267937], [1.201534, 2.474655, 2.311744], [3.253980, 2.241004, 3.000686], [-0.891478, 0.219111, -0.080918], [-1.955563, -0.884570, 1.577745], [0.664748, -0.637201, 2.009480], [3.657032, 1.554045, 0.192764], [-0.791263, -0.382828, 1.100010], [1.895945, -0.009508, 0.907065], [3.305035, -0.472720, -1.081334], [2.599169, 1.180080, 1.122503], [2.247237, -0.823949, -0.287321], [-4.348698, 0.401278, -1.475650], [-5.000735, -0.271360, -0.453952], [-2.973962, 0.583765, -1.421292], [-4.260958, -0.750249, 0.636600], [-2.220019, 0.127966, -0.349017], [-2.867013, -0.530404, 0.642179], [3.982808, 0.697493, -0.794285], [2.337565, 2.012480, 2.208168], [1.539910, -2.086796, -0.687940], [3.622175, -1.049514, -1.969573], [-4.921390, 0.739228, -2.314076], [-6.050965, -0.418758, -0.549776], [-2.432434, 1.102963, -2.200604], [-4.715937, -1.327173, 1.406690], [4.759078, 0.970848, -1.361673], [0.565666, -1.862061, -1.093917], [1.391349, -2.733063, 0.168741], [2.122966, -2.643901, -1.430984]],
  "forces_ev_per_angstrom": [[0.4, 1.5, 0.5], [0.9, -0.5, -0.2], [-0.9, -0.5, -1.0], [1.6, -0.7, 2.2], [0.9, -0.3, 1.0], [0.0, -0.1, 0.9], [0.4, 1.0, 0.8], [-0.1, 1.0, -2.7], [1.1, 0.8, -1.8], [-0.4, 0.9, 0.8], [-0.8, -3.9, -2.2], [0.6, 0.0, 0.0], [1.0, -0.1, 0.2], [1.2, -0.3, 0.9], [0.2, 0.6, -0.9], [0.6, 0.1, -0.6], [-1.3, 0.4, -1.2], [-2.6, -0.5, 0.3], [-0.9, -2.5, -1.1], [-0.4, 2.2, 2.7], [0.0, -0.1, 0.4], [-0.2, 0.5, 0.8], [-0.1, 0.3, -0.4], [-0.6, -0.2, 0.3], [-0.2, 0.1, -0.2], [-0.3, -0.2, 0.5], [0.3, 0.3, -0.1], [-0.4, 0.0, -0.2], [0.0, -0.2, 0.2], [-0.2, 0.2, 0.2]],
  "mulliken_charge": [-0.66, -0.51, -0.54, -0.52, -0.43, -0.26, 0.33, 0.73, 0.49, -0.63, -0.06, 0.83, -0.63, -0.36, -0.52, -1.12, 0.53, 0.84, -0.03, 0.85, -1.68, 0.32, 0.41, 0.42, 0.41, 0.44, 0.23, 0.29, 0.39, 0.44]
}